[1]
Density functional theory data (ωB97M-V/def2-TZVPD) for a 13-piece molecular cluster, C22H73N23O13 overall in a non-equilibrium geometry.

Last column: Löwdin charge in e.
Element x y z (Å)
C: -25.96 -1.99 9.09  -0.64
O: -25.44 -1.00 9.63  -0.02
N: -25.81 -3.21 9.66  0.19
N: -26.74 -1.98 7.98  0.17
H: -25.16 -3.43 10.38  0.08
H: -26.27 -3.98 9.21  0.10
H: -27.02 -2.87 7.61  0.09
H: -26.93 -1.18 7.41  0.11
C: -28.22 2.15 14.66  -0.63
O: -27.90 1.62 15.71  0.03
N: -29.52 2.42 14.28  0.14
N: -27.34 2.59 13.71  0.17
H: -30.31 2.01 14.74  0.09
H: -29.69 3.13 13.59  0.08
H: -26.34 2.44 13.74  0.07
H: -27.76 3.07 12.95  0.09
C: -26.20 -0.73 17.73  -0.64
O: -27.30 -0.57 18.27  0.00
N: -25.19 -1.53 18.18  0.16
N: -25.89 -0.12 16.56  0.17
H: -24.52 -1.83 17.51  0.08
H: -25.51 -2.21 18.87  0.09
H: -24.95 -0.11 16.23  0.09
H: -26.57 0.56 16.19  0.05
C: -22.82 -7.06 15.40  -0.69
O: -22.84 -8.27 15.63  0.04
N: -22.01 -6.42 14.54  0.15
N: -23.63 -6.21 16.07  0.16
H: -22.00 -5.42 14.53  0.07
H: -21.40 -6.93 13.93  0.11
H: -24.03 -6.62 16.90  0.12
H: -23.62 -5.22 15.90  0.07
C: -31.59 -1.92 13.52  -0.67
O: -31.33 -3.10 13.75  0.00
N: -30.71 -0.89 13.57  0.18
N: -32.88 -1.50 13.37  0.16
H: -30.89 -0.14 12.92  0.09
H: -29.75 -1.22 13.68  0.08
H: -33.03 -0.51 13.30  0.09
H: -33.66 -2.13 13.42  0.11
C: -24.63 0.82 12.72  -0.67
O: -24.46 1.65 13.62  -0.01
N: -24.51 -0.53 12.91  0.16
N: -25.08 1.10 11.48  0.17
H: -24.05 -0.99 13.67  0.09
H: -24.70 -1.14 12.14  0.08
H: -25.23 0.32 10.85  0.04
H: -25.46 2.02 11.32  0.10
C: -23.69 -5.14 11.45  -0.70
O: -24.23 -5.70 10.49  0.02
N: -24.37 -4.82 12.56  0.18
N: -22.38 -4.71 11.50  0.15
H: -25.34 -5.10 12.67  0.09
H: -23.85 -4.38 13.29  0.08
H: -21.78 -5.26 10.90  0.11
H: -22.06 -4.39 12.39  0.07
C: -28.75 -3.45 19.63  -0.68
O: -29.20 -4.51 20.09  0.00
N: -29.15 -2.82 18.53  0.18
N: -27.73 -2.72 20.20  0.14
H: -30.02 -3.12 18.11  0.06
H: -28.69 -1.95 18.31  0.06
H: -27.40 -1.88 19.75  0.05
H: -27.51 -2.97 21.15  0.10
C: -28.71 -7.43 17.15  -0.68
O: -28.42 -8.48 17.72  0.00
N: -28.72 -7.33 15.78  0.15
N: -28.95 -6.24 17.75  0.16
H: -28.90 -6.45 15.32  0.04
H: -28.45 -8.18 15.33  0.10
H: -29.02 -5.37 17.24  0.05
H: -28.64 -6.14 18.71  0.08
C: -28.35 -5.63 11.57  -0.65
O: -27.75 -5.84 12.63  -0.02
N: -29.05 -4.49 11.38  0.18
N: -28.36 -6.51 10.54  0.17
H: -29.74 -4.43 10.61  0.04
H: -29.24 -4.07 12.28  0.07
H: -28.93 -6.33 9.73  0.07
H: -27.86 -7.36 10.74  0.11
C: -32.19 -4.92 17.25  -0.05
C: -32.78 -3.51 17.29  -0.42
C: -33.08 -3.07 18.73  -0.23
O: -34.05 -3.86 19.37  -0.19
C: -35.38 -3.27 19.34  -0.06
N: -31.77 -2.59 16.77  0.05
H: -32.89 -5.64 17.67  0.08
H: -31.34 -5.04 17.93  0.06
H: -31.92 -5.30 16.26  0.07
H: -33.74 -3.50 16.75  0.13
H: -33.38 -2.01 18.78  0.11
H: -32.11 -3.09 19.23  0.12
H: -35.63 -3.21 18.28  0.08
H: -35.27 -2.26 19.74  0.08
H: -35.99 -3.94 19.92  0.09
H: -31.90 -1.59 16.94  0.08
H: -31.73 -2.72 15.76  0.03
C: -32.77 -4.66 10.26  -0.04
C: -32.00 -3.73 9.33  -0.40
C: -31.69 -2.34 9.87  -0.18
O: -31.32 -1.54 8.74  -0.18
C: -31.12 -0.19 9.10  -0.11
N: -30.69 -4.35 9.06  0.00
H: -32.06 -5.15 10.93  0.08
H: -33.28 -5.43 9.66  0.08
H: -33.63 -4.19 10.74  0.08
H: -32.47 -3.74 8.34  0.14
H: -30.85 -2.39 10.57  0.12
H: -32.60 -1.98 10.35  0.12
H: -32.04 0.29 9.44  0.09
H: -30.74 0.36 8.24  0.09
H: -30.39 -0.03 9.90  0.07
H: -30.77 -5.16 8.46  0.09
H: -30.21 -3.69 8.44  0.09
C: -26.67 -4.46 15.83  -0.06
C: -27.78 -3.55 15.23  -0.38
C: -27.17 -2.81 14.01  -0.21
O: -28.15 -2.15 13.27  -0.23
C: -27.68 -1.26 12.28  -0.08
N: -28.94 -4.38 14.89  0.07
H: -27.03 -5.04 16.67  0.06
H: -25.80 -3.86 16.11  0.05
H: -26.28 -5.16 15.09  0.06
H: -27.95 -2.78 15.98  0.12
H: -26.61 -3.48 13.33  0.10
H: -26.39 -2.16 14.43  0.10
H: -27.14 -1.81 11.49  0.07
H: -26.94 -0.56 12.68  0.07
H: -28.53 -0.81 11.77  0.08
H: -28.47 -4.92 14.15  0.03
H: -29.64 -3.77 14.47  0.03

Gap between HOMO and LUMO ... 7.8 eV
E_tot ... -84897.3714 eV
Total charge ... 0

---

[2]
Density functional theory data (ωB97M-V/def2-TZVPD) for a 12-piece molecular cluster, C22H73N5O12 overall in a non-equilibrium geometry.

Last column: Löwdin charge in e.
Element x y z (Å)
C: 0.84 -1.69 0.72  -0.03
C: 0.71 -1.64 -0.80  -0.40
C: 0.35 -0.27 -1.29  -0.20
O: -1.04 0.00 -1.08  -0.19
C: -1.29 1.37 -1.31  -0.09
N: 1.94 -2.18 -1.37  0.06
H: 1.34 -0.78 1.07  0.08
H: 1.55 -2.48 1.01  0.05
H: -0.12 -1.88 1.18  0.08
H: -0.08 -2.35 -1.07  0.12
H: 0.54 -0.17 -2.37  0.12
H: 0.95 0.54 -0.87  0.12
H: -1.16 1.74 -2.33  0.08
H: -0.72 1.95 -0.58  0.10
H: -2.34 1.54 -1.06  0.06
H: 2.30 -2.96 -0.86  0.08
H: 1.93 -2.35 -2.37  0.05
C: 5.98 1.44 -1.37  -0.08
C: 4.61 2.00 -1.74  -0.41
C: 3.78 0.98 -2.55  -0.21
O: 3.57 1.49 -3.85  -0.19
C: 2.72 0.68 -4.62  -0.10
N: 3.97 2.39 -0.46  0.04
H: 5.94 0.64 -0.64  0.06
H: 6.57 2.25 -0.94  0.07
H: 6.51 1.12 -2.27  0.08
H: 4.73 2.91 -2.32  0.14
H: 2.78 0.91 -2.11  0.09
H: 4.22 -0.02 -2.41  0.12
H: 3.08 -0.36 -4.64  0.08
H: 2.67 1.07 -5.63  0.09
H: 1.71 0.63 -4.19  0.08
H: 3.03 2.77 -0.62  0.05
H: 3.71 1.52 0.01  0.05
C: 2.07 -4.55 3.29  -0.07
C: 3.19 -5.45 3.80  -0.41
C: 3.12 -6.85 3.20  -0.24
O: 2.84 -6.83 1.83  -0.19
C: 2.56 -8.12 1.32  -0.10
N: 4.52 -4.84 3.53  0.03
H: 2.39 -4.18 2.32  0.05
H: 1.82 -3.65 3.87  0.07
H: 1.10 -5.05 3.22  0.08
H: 3.21 -5.52 4.89  0.13
H: 2.43 -7.39 3.87  0.13
H: 4.08 -7.35 3.33  0.13
H: 2.54 -8.01 0.24  0.09
H: 1.61 -8.51 1.69  0.09
H: 3.37 -8.80 1.60  0.09
H: 4.59 -3.98 4.06  0.06
H: 4.68 -4.76 2.54  0.06
C: -7.94 4.45 0.33  -0.08
C: -7.84 3.93 -1.11  -0.40
C: -6.39 3.97 -1.60  -0.20
O: -5.41 3.44 -0.73  -0.21
C: -5.15 2.05 -0.83  -0.10
N: -8.38 2.52 -1.08  0.05
H: -7.52 5.45 0.44  0.08
H: -7.45 3.81 1.05  0.07
H: -9.01 4.49 0.57  0.07
H: -8.43 4.61 -1.73  0.13
H: -6.14 5.03 -1.69  0.13
H: -6.33 3.46 -2.57  0.13
H: -4.31 1.82 -0.17  0.08
H: -4.89 1.79 -1.86  0.10
H: -5.96 1.42 -0.45  0.08
H: -9.05 2.42 -1.84  0.07
H: -7.60 1.93 -1.33  0.03
C: -0.10 3.29 3.07  -0.06
C: -1.55 3.33 3.53  -0.44
C: -2.00 1.95 4.05  -0.23
O: -1.75 1.01 3.03  -0.20
C: -2.65 -0.08 3.12  -0.10
N: -1.69 4.39 4.51  0.03
H: 0.14 4.15 2.44  0.08
H: 0.05 2.41 2.43  0.06
H: 0.62 3.20 3.88  0.08
H: -2.20 3.46 2.65  0.13
H: -3.08 2.04 4.24  0.12
H: -1.52 1.71 5.01  0.13
H: -2.34 -0.91 2.48  0.08
H: -3.60 0.22 2.65  0.09
H: -2.73 -0.47 4.14  0.09
H: -2.55 4.32 5.04  0.07
H: -0.99 4.27 5.24  0.07
O: 1.77 -3.10 -4.54  -0.06
H: 1.10 -3.23 -5.22  0.04
H: 2.18 -3.97 -4.43  0.05
O: -1.00 3.39 -3.99  -0.07
H: -1.58 3.73 -3.28  0.00
H: -1.59 3.26 -4.74  0.05
O: 1.42 3.47 -2.27  -0.06
H: 0.66 3.51 -2.88  0.00
H: 2.14 3.14 -2.82  0.02
O: -2.82 4.49 -2.05  -0.04
H: -2.44 5.12 -1.44  0.07
H: -3.44 3.96 -1.52  0.03
O: 2.64 0.05 4.02  -0.05
H: 2.33 -0.47 3.27  0.01
H: 3.41 -0.43 4.35  0.03
C: -1.82 -2.85 -3.26  -0.17
O: -2.12 -1.46 -3.33  -0.12
H: -0.79 -3.11 -3.53  0.05
H: -1.96 -3.18 -2.22  0.08
H: -2.46 -3.34 -3.98  0.08
H: -1.61 -0.99 -2.66  0.03
C: 4.59 -1.79 1.09  -0.14
O: 4.14 -0.80 0.17  -0.17
H: 3.74 -2.32 1.52  0.04
H: 5.29 -2.42 0.52  0.08
H: 5.13 -1.34 1.91  0.08
H: 3.46 -1.19 -0.41  0.03

Gap between HOMO and LUMO ... 8.7 eV
E_tot ... -56014.7905 eV
Total charge ... 0
SMILES ... COC[C@H](C)N.COC[C@H](C)N.COC[C@H](C)N.COC[C@H](C)N.COC[C@H](C)N.CO.CO.O.O.O.O.O